Below is a molecular structure, C45H64BaN2OP2S3Si, with properties calculated with ωB97M-V with the def2-TZVPD basis set.

The geometry in XYZ format:
```
119
Properties=species:S:1:pos:R:3:forces:R:3:mulliken_charge:R:1
Ba -1.779112 4.434216 -0.266790 0.65 -0.01 -0.27 1.284
C 0.945309 0.811435 -1.143340 -0.27 0.26 0.12 -1.572
Si 1.747786 0.342784 0.534908 0.31 1.22 -1.61 1.001
C 2.365593 -1.447493 0.534656 -0.09 -0.11 0.72 0.390
C 3.613926 -1.654006 1.217809 -2.66 -2.62 -1.16 -0.947
C 4.027367 -2.967915 1.530591 -0.09 1.54 -0.50 -0.806
C 3.286302 -4.043436 1.070359 -0.22 -0.43 -0.59 -1.478
C 2.140587 -3.836170 0.261668 -0.20 0.19 1.70 -0.817
C 1.574995 -2.556964 0.055948 2.68 -0.79 0.89 1.803
P 0.237762 -2.490902 -1.139888 -0.69 0.43 -1.64 -0.083
C -1.089421 -3.803500 -0.694340 0.51 -1.12 -0.09 0.062
C -1.208860 -5.032630 -1.726334 0.27 0.55 0.95 -0.861
C -2.010047 -6.239528 -1.116315 0.24 1.00 -0.30 -1.039
C -2.993550 -5.800537 0.001334 1.31 -0.90 0.31 -0.672
C -2.244799 -5.142694 1.209225 -0.85 -0.87 -0.51 -0.873
C -0.988145 -4.362193 0.774880 -0.48 0.07 -0.41 -0.271
C 1.190331 -3.196971 -2.723017 -0.37 0.50 0.18 0.116
C 1.428101 -2.068843 -3.772196 0.80 0.38 0.05 -0.716
C 2.028671 -2.622828 -5.092374 1.23 -1.21 -0.68 -0.845
C 2.395684 -4.194315 -5.073103 -0.84 0.75 -0.09 -0.674
C 3.145388 -4.529872 -3.751358 0.98 -0.11 -1.60 -0.652
C 2.539025 -3.889944 -2.493533 -1.08 -2.33 0.31 -0.521
C 3.027767 1.724166 0.727941 -0.29 0.37 -0.04 0.443
C 4.329281 1.745937 0.253431 0.02 -1.84 0.75 -0.345
C 5.096524 2.893485 0.261739 -0.12 -0.44 -0.60 -0.926
C 4.540161 4.051630 0.752186 -0.26 1.15 0.11 -0.513
C 3.235774 4.130131 1.261526 -0.05 0.84 0.37 -0.968
C 2.433485 2.980106 1.169085 -1.24 -1.23 0.95 -0.919
P 0.312022 1.371673 1.985541 0.01 1.88 -1.80 -0.103
C -1.582460 1.186298 1.209023 0.41 -0.96 0.41 1.108
C -2.102307 -0.301529 1.284575 -0.78 0.19 -0.09 -0.200
C -3.674275 -0.421743 1.274890 0.89 1.12 0.08 -0.878
C -4.373010 0.553926 2.234738 -1.88 -0.70 1.52 -0.896
C -3.377195 1.430414 2.953212 -0.48 0.92 0.94 -0.787
C -2.539515 2.152567 1.939650 2.11 0.57 1.42 -0.701
C 0.468989 1.181959 3.820409 -0.61 -0.84 0.29 0.623
C 1.355928 -0.044171 4.131356 2.08 0.13 0.33 -0.179
C 1.377736 -0.278435 5.621250 0.08 0.21 1.90 -1.129
C 1.899945 0.940469 6.524733 1.09 -0.15 -2.78 -0.769
C 2.094428 2.191514 5.575440 -0.41 -0.09 1.23 -1.153
C 0.998318 2.477383 4.539560 -1.07 -1.23 1.43 -0.315
H 1.606685 0.708807 -2.018978 0.05 -0.17 0.46 0.703
H 0.651803 1.867589 -1.115374 0.40 0.00 0.29 0.144
H 0.021581 0.302072 -1.390172 -0.08 -0.33 0.01 0.566
H 4.203389 -0.836519 1.455629 0.93 1.50 0.69 0.537
H 4.959507 -3.041646 2.088732 -0.22 -0.48 -0.10 0.389
H 3.678315 -5.051725 1.268096 -0.46 0.37 -0.14 0.328
H 1.533773 -4.671416 -0.105858 0.75 0.16 0.28 0.532
H -2.016839 -3.254485 -0.849118 -0.04 0.26 0.38 0.698
H -0.193856 -5.329290 -2.033911 -0.32 -0.29 0.35 0.185
H -1.671009 -4.693444 -2.669058 -0.05 0.07 0.48 0.445
H -1.302019 -6.997794 -0.802744 0.13 -0.11 0.56 0.344
H -2.529914 -6.706048 -1.942676 -0.43 -0.15 -0.13 0.453
H -3.534766 -6.696742 0.380884 0.03 0.72 -0.40 0.409
H -3.671686 -5.077230 -0.422817 -0.49 0.09 -0.13 0.335
H -1.956578 -5.959112 1.907896 -0.10 0.58 -0.27 0.385
H -3.027694 -4.531019 1.720303 0.91 -0.11 -0.16 0.207
H -0.110301 -5.012923 0.769057 -0.29 -0.15 0.25 0.289
H -0.820394 -3.643177 1.586407 0.29 0.39 -0.61 0.110
H 0.459235 -3.934195 -3.138578 0.66 0.71 0.09 0.345
H 2.099497 -1.229185 -3.405998 -0.61 -1.21 0.07 -0.059
H 0.530763 -1.546798 -4.049899 -0.73 0.09 0.24 0.586
H 2.980136 -2.096062 -5.363971 -0.65 -0.33 0.43 0.330
H 1.372845 -2.420940 -5.954928 0.03 -0.17 0.39 0.342
H 3.024241 -4.417037 -5.987665 -0.66 0.12 1.08 0.402
H 1.453087 -4.807869 -5.153741 0.82 0.60 0.01 0.273
H 4.142755 -4.041738 -3.916151 -0.48 -0.80 0.32 0.301
H 3.283838 -5.664393 -3.649032 -0.10 1.64 -0.11 0.247
H 3.261421 -3.264923 -2.030334 0.47 0.94 0.35 0.280
H 2.434734 -4.745205 -1.778887 -0.09 0.80 -0.62 0.031
H 4.852308 0.782674 0.027115 -0.63 0.80 -0.26 0.129
H 6.052667 2.811465 -0.226997 0.37 0.48 0.21 0.404
H 5.159827 4.936598 0.664391 -0.09 0.23 0.38 0.324
H 2.770432 5.036963 1.804530 1.00 -1.39 -1.28 0.258
H -1.551119 1.420899 0.130910 0.64 0.06 0.33 0.105
H -1.725637 -0.822110 2.180046 -0.01 0.23 -0.19 0.431
H -1.811687 -0.896790 0.408736 0.54 0.30 0.22 -0.374
H -3.899639 -1.452736 1.489772 -0.30 -0.38 0.02 0.364
H -4.060097 -0.159470 0.295661 0.23 -0.37 -0.44 0.369
H -5.037205 -0.004272 2.988319 0.98 0.60 -0.92 0.382
H -5.103919 1.191608 1.690385 0.54 -0.27 0.17 0.241
H -2.719074 0.848851 3.607277 -0.02 -0.16 -0.15 0.161
H -3.796746 2.209622 3.650829 -0.17 -0.86 -0.74 0.511
H -1.858540 2.828221 2.528313 -0.78 -0.07 -0.67 0.218
H -3.154228 2.807425 1.315715 -0.27 -0.41 -0.18 0.464
H -0.546691 0.950216 4.195440 0.35 -0.04 0.08 0.362
H 2.475533 0.128616 3.925787 -1.58 0.13 -0.53 0.133
H 1.133741 -1.027561 3.665059 -0.35 0.84 -0.20 0.184
H 2.020399 -1.155263 5.820946 -0.44 0.22 0.05 0.469
H 0.360042 -0.493440 5.963607 0.03 -0.30 -0.02 0.342
H 2.914444 0.669874 6.908937 -0.92 0.26 0.09 0.329
H 1.211277 1.167822 7.319266 -0.18 -0.01 0.37 0.388
H 2.998235 2.129718 5.009708 0.86 -0.62 -0.30 0.353
H 2.294057 3.086075 6.196743 -0.46 -0.24 -0.23 0.555
H 1.429720 3.134653 3.833719 0.17 0.67 -0.66 0.042
H 0.124208 2.970547 5.013689 0.54 -0.15 -0.37 0.282
S 0.143044 4.335094 2.202950 -0.73 1.41 -0.02 -0.077
C 1.057238 2.972501 1.668902 0.45 -2.20 -1.41 -0.352
N -2.639494 1.418768 -6.594776 -1.06 0.71 -2.13 -0.516
C -2.520107 2.053823 -5.362238 -1.56 0.64 0.95 0.363
C -3.642078 2.661932 -4.686328 1.48 -0.92 0.49 -0.575
C -3.480976 3.078622 -3.358699 -2.43 -0.64 -1.56 -0.685
N -2.293941 3.043358 -2.739212 1.71 0.97 2.33 -0.052
C -1.256163 2.471788 -3.358106 0.38 -0.87 -1.47 -0.422
C -1.307775 1.859915 -4.603467 -0.30 0.85 0.77 -0.576
H -3.447601 1.625905 -7.228374 1.19 -0.27 1.36 0.192
H -2.316415 0.475268 -6.686335 0.08 -0.52 0.20 0.182
H -4.625882 2.654044 -5.151519 0.15 0.10 0.03 0.218
H -4.369932 3.317616 -2.737574 0.63 0.20 -0.59 0.348
H -0.288336 2.543460 -2.869595 -0.06 -0.18 0.17 0.369
H -0.426763 1.413702 -5.052155 -0.04 0.11 0.04 0.497
C -2.920344 10.167044 -0.347023 -1.24 -0.27 -0.34 -0.616
O -3.554096 8.944124 -0.898117 0.42 1.19 -0.24 -0.336
C -3.129187 7.741204 -0.546610 0.16 -0.70 1.31 0.539
S -3.886687 6.384432 -1.222068 -0.66 0.53 -0.80 -0.467
S -1.985106 7.490158 0.687974 0.33 0.33 -0.12 -0.606
H -3.607063 10.565158 0.441889 0.54 -0.26 -0.77 0.233
H -2.788771 10.892312 -1.188999 -0.29 -0.77 0.70 0.214
H -1.982917 9.908539 0.105391 0.46 -0.07 0.12 0.340
```
Positions in Å, forces in eV/Å.

Output
multiplicity	2
highest occupied orbital energy (spin up / spin down)	-0.0227 / -0.1063	hartree
LUMO level (spin up / spin down)	1.9512 / 1.9467	eV
energy	-112384.1755	eV
relative energy (zero: lowest compared OMol25 entry of this formula, charge and spin)	119.00	kJ/mol
expectation value of S²	0.766
strongest force on any atom	3.9	eV/Å
charge	-1
frontier orbital gap (spin up / spin down)	2.570 / 4.838	eV